# 1
Density functional theory data (ωB97M-V/def2-TZVPD) for C56H42AsF8N5O2Ta as an isolated structure in a non-equilibrium geometry.

Values from the calculation:
charge = +2
2S+1 = 2
relative energy (zero: lowest compared OMol25 entry of this formula, charge and spin) = 51.9 kcal/mol
frontier orbital gap (spin up / spin down) = 5.3 / 2.1 eV
HOMO (spin up / spin down) = -12.1 / -12.1 eV
⟨S²⟩ = 0.784

XYZ file:
```
115
C56H42AsF8N5O2Ta, DFT ωB97M-V/def2-TZVPD
Ta 1.04352 -0.56260 0.02691
O -0.17844 0.37991 -0.87017
C -1.39396 0.90376 -1.31213
C -2.31471 0.90127 -0.05930
C -2.59713 -0.52999 0.33701
C -3.90378 -0.96443 0.53396
C -4.12727 -2.29197 0.86393
C -3.05568 -3.15975 0.94403
C -1.77026 -2.66553 0.72728
C -0.58617 -3.58409 0.84282
C 0.40726 -3.56084 -0.34778
O 1.01722 -2.31703 -0.35818
C -0.17370 -3.90601 -1.71198
C 0.60257 -3.60808 -2.83519
C 0.23036 -4.06482 -4.08395
C -0.92191 -4.82905 -4.22744
C -1.71778 -5.08792 -3.12241
C -1.34165 -4.64343 -1.86880
C 1.41873 -4.71505 -0.21324
C 0.97815 -6.03357 -0.07675
C 1.88415 -7.06858 0.03676
C 3.24563 -6.81237 -0.02050
C 3.68932 -5.50800 -0.19042
C 2.78446 -4.46939 -0.30668
N -1.57133 -1.37595 0.46794
C -1.10390 2.30758 -1.88484
C -1.46464 2.67387 -3.17769
C -1.02904 3.87453 -3.71605
C -0.22050 4.72202 -2.98354
C 0.13415 4.37346 -1.69123
C -0.31082 3.18032 -1.14959
C -2.05245 0.05204 -2.38687
C -1.32254 -0.87231 -3.11682
C -1.92553 -1.57553 -4.14438
C -3.25878 -1.37192 -4.44991
C -3.99105 -0.43757 -3.73467
C -3.39259 0.26879 -2.71144
H -3.24442 1.42525 -0.26295
H -1.79821 1.43159 0.74131
H -4.72757 -0.27567 0.44983
H -5.13000 -2.64369 1.05491
H -3.20684 -4.19819 1.19853
H -0.93272 -4.60165 1.01986
H -0.01512 -3.28627 1.72850
H 1.50737 -3.02830 -2.71018
H 0.84670 -3.84662 -4.94218
H -1.19347 -5.21877 -5.19619
H -2.62308 -5.66452 -3.23464
H -1.96268 -4.87785 -1.01999
H -0.07578 -6.26200 -0.08347
H 1.52653 -8.07920 0.14276
H 3.95273 -7.62392 0.04451
H 4.74727 -5.30139 -0.24523
H 3.13243 -3.45747 -0.45883
H -2.07055 2.02168 -3.78586
H -1.30711 4.13535 -4.72610
H 0.13138 5.64683 -3.40975
H 0.76444 5.02864 -1.10724
H -0.01751 2.91543 -0.14649
H -0.27409 -1.02550 -2.88634
H -1.34893 -2.28228 -4.71808
H -3.72340 -1.92440 -5.25192
H -5.02355 -0.24989 -3.98783
H -3.96424 1.01758 -2.18885
F 2.48255 2.82177 -4.18362
C 2.91632 2.16818 -3.10759
C 2.07704 1.24367 -2.49821
C 2.48661 0.55400 -1.36991
C 3.78679 0.76863 -0.87036
C 4.58628 1.73638 -1.49242
F 5.79390 2.04127 -1.00567
C 4.17026 2.44897 -2.60132
C 4.25166 -0.12401 0.20386
C 5.57918 -0.22622 0.61986
C 5.94546 -1.21639 1.51753
C 4.98575 -2.11091 1.95860
C 3.68444 -1.93239 1.52675
N 3.31451 -0.95689 0.70153
H 1.09972 1.08802 -2.93243
H 4.81379 3.18965 -3.05071
H 6.33520 0.43721 0.24371
H 6.96991 -1.29644 1.84089
H 5.21958 -2.91978 2.62879
H 2.90924 -2.61597 1.84881
N -0.82810 6.03708 3.30331
C -1.99074 6.69402 3.61518
C -2.32829 8.03215 3.71959
C -3.64821 8.32696 4.04281
C -4.59794 7.32665 4.26810
C -4.27059 5.99111 4.19389
C -2.94233 5.66909 3.87922
N -2.34695 4.47097 3.74005
C -1.09570 4.70010 3.37999
C -0.26310 3.60110 2.95482
C -0.80552 2.31673 3.08385
C -0.22480 1.26660 2.41187
N 0.88512 1.38959 1.67014
C 1.50091 2.57734 1.69694
C 0.97251 3.70325 2.30757
H 0.05315 6.47734 3.09850
H -1.59933 8.81601 3.58538
H -3.94699 9.36016 4.12678
H -5.60918 7.61924 4.50495
H -4.99803 5.20991 4.34203
H -1.70270 2.17581 3.66270
H -0.67913 0.28529 2.46323
H 2.44595 2.62994 1.17068
H 1.49666 4.64301 2.23855
F 1.07238 -1.24718 2.24675
As 1.06893 -1.72754 4.24981
F 2.77675 -1.43105 4.14571
F -0.63932 -1.89639 3.88480
F 0.96262 -2.15536 5.86706
F 1.34274 -3.33943 3.63469
F 0.85157 -0.01786 4.48618
```

=====

# 2
Density functional theory data (ωB97M-V/def2-TZVPD) for C56H43BrF4N11O2PTi as an isolated structure in a non-equilibrium geometry.

Values from the calculation:
charge = +2
relative energy (zero: lowest compared OMol25 entry of this formula, charge and spin) = 0.0 kcal/mol
frontier orbital gap = 4.7 eV
HOMO = -12.4 eV

XYZ file:
```
119
C56H43BrF4N11O2PTi, DFT ωB97M-V/def2-TZVPD
Ti 0.44760 0.55460 -0.18160
C -4.89410 2.25040 0.72080
C -4.27560 1.02190 0.56030
C -2.89420 0.91550 0.61940
C -2.13020 2.06280 0.78560
C -2.74910 3.29290 0.98230
C -4.12900 3.37950 0.96520
N -0.66970 2.00510 0.77870
N -0.21960 2.07370 2.10560
C 1.04810 1.78110 2.21330
C 1.70150 1.87860 3.47750
C 3.02510 1.59400 3.56880
C 3.73520 1.22540 2.40070
C 3.06740 1.12620 1.21580
N 1.74120 1.38300 1.08860
H -5.96900 2.32570 0.66820
H -4.86830 0.13870 0.38780
H -2.42370 -0.05970 0.55060
H -2.15240 4.17560 1.16310
H -4.60570 4.33010 1.13720
H 1.10150 2.18660 4.31710
H 3.53680 1.64520 4.51770
H 4.79240 1.02310 2.44330
H 3.58740 0.83060 0.31140
C -3.25680 -2.22400 -3.17750
C -3.44200 -0.92500 -3.63520
C -2.68470 0.10940 -3.12730
C -1.73400 -0.14770 -2.12800
C -1.54380 -1.46410 -1.67080
C -2.29770 -2.49040 -2.20690
N -0.98190 0.86470 -1.55190
N -1.04460 2.02350 -2.09160
C -0.43090 3.06180 -1.46130
C -0.11890 4.19650 -2.23290
C 0.47080 5.30020 -1.65380
C 0.74310 5.30690 -0.28970
C 0.41630 4.21690 0.50050
C -0.15850 3.07910 -0.05970
H -3.85790 -3.02650 -3.57840
H -4.17760 -0.72720 -4.39720
H -2.80980 1.12160 -3.47800
H -0.78900 -1.67430 -0.91510
H -2.13180 -3.50710 -1.88170
H -0.35800 4.17030 -3.28350
H 0.70210 6.16750 -2.25100
H 1.17040 6.17930 0.17740
H 0.56060 4.26440 1.57190
F -2.81520 -8.64080 1.08060
C -2.68130 -7.33580 1.25170
C -3.60020 -6.62390 2.02010
F -4.60400 -7.25910 2.61020
C -3.45700 -5.24660 2.17760
F -4.33190 -4.60860 2.95170
C -2.41900 -4.54180 1.57650
P -2.25730 -2.69420 1.58870
C -4.03150 -2.24470 1.64790
C -4.76310 -2.51120 0.49040
C -6.11140 -2.20670 0.43220
C -6.73030 -1.61210 1.52350
C -6.00170 -1.33500 2.66820
C -4.65540 -1.64330 2.73480
C -1.66520 -2.38070 3.28600
C -1.14310 -3.37570 4.10730
C -0.64710 -3.05180 5.35840
C -0.65910 -1.73680 5.79460
C -1.15220 -0.73820 4.96910
C -1.64180 -1.05130 3.71610
C -1.49850 -5.28240 0.83940
Br -0.02090 -4.39980 0.06140
C -1.60900 -6.65510 0.67640
F -0.69670 -7.31790 -0.02990
H -4.27530 -2.96650 -0.36390
H -6.67780 -2.42850 -0.46000
H -7.78220 -1.37640 1.48150
H -6.48220 -0.88560 3.52340
H -4.10520 -1.44590 3.64060
H -1.13550 -4.40850 3.78450
H -0.26080 -3.82840 5.99940
H -0.29130 -1.49710 6.77900
H -1.16260 0.28720 5.30460
H -2.00890 -0.26210 3.07230
O -0.16780 -0.67800 1.27020
C 0.92880 -1.28980 1.18980
C 1.68780 -2.07110 2.22190
C 2.92200 -2.51330 1.42850
C 2.85100 -1.70970 0.13930
O 3.71860 -1.50580 -0.66870
N 1.57960 -1.15370 0.04570
H 1.08440 -2.88890 2.61540
H 1.93980 -1.41900 3.06330
H 2.87920 -3.57320 1.16970
H 3.86810 -2.33350 1.93580
C 3.27370 2.72850 -1.61230
C 2.79080 1.42950 -2.15340
N 1.63880 0.82890 -1.85720
C 1.54850 -0.26680 -2.69360
C 2.65010 -0.31810 -3.47970
N 3.42460 0.75230 -3.13110
C 4.78200 0.89460 -3.62770
N 5.52770 -0.25460 -3.22950
N 5.44100 -1.39270 -3.95350
N 6.04960 -2.32430 -3.38210
C 6.58290 -1.88060 -2.20990
C 7.35870 -2.51170 -1.24170
C 7.74400 -1.75340 -0.16190
C 7.36470 -0.41090 -0.02710
C 6.59920 0.23430 -0.97370
C 6.22510 -0.51450 -2.07900
H 2.64840 3.05870 -0.78360
H 3.23870 3.48670 -2.39670
H 4.30470 2.65800 -1.26430
H 0.71540 -0.94820 -2.69040
H 2.97020 -1.02070 -4.22290
H 5.23680 1.80540 -3.23500
H 4.75750 0.92390 -4.72420
H 7.64560 -3.54340 -1.35390
H 8.35710 -2.19000 0.61070
H 7.69740 0.13390 0.84340
H 6.32210 1.27300 -0.85780
```